Entry 1:
Density functional theory data (the ωB97M-V functional and the def2-TZVPD basis) for 13 unconnected molecules or ions with the total composition C13H52N26O13.

Summary:
Gap between HOMO and LUMO   9.33 eV
Strongest force on any atom   3.7 eV Å⁻¹

Geometry as XYZ:
```
104
Properties=species:S:1:pos:R:3:forces:R:3
C 0.40182 -0.86288 -0.24387 0.3 -0.1 2.0
O 1.33848 -0.37586 -0.86157 0.9 -0.1 -0.9
N 0.55813 -1.60575 0.85201 1.0 -0.5 -0.2
N -0.84234 -0.54023 -0.50506 -1.6 0.8 -1.8
H -0.22809 -1.91397 1.39572 0.3 -0.1 0.3
H 1.53354 -1.76193 1.06567 -0.3 -0.8 0.6
H -1.57805 -0.87031 0.09561 -0.5 0.2 -0.1
H -0.82198 0.35549 -0.98000 -1.0 0.0 0.3
C -2.34519 3.52156 -3.79192 0.4 1.6 0.3
O -2.41300 4.56492 -3.13424 0.2 -1.0 0.2
N -1.78793 2.34888 -3.41297 -0.2 -0.5 0.9
N -2.76313 3.48946 -5.06569 -0.6 -0.1 -0.6
H -1.88932 1.56974 -4.03749 0.5 -0.1 0.1
H -1.11229 2.32250 -2.66427 0.0 0.0 0.0
H -2.64624 2.62516 -5.56148 -0.3 0.4 -0.6
H -3.21677 4.31707 -5.41122 -0.1 -0.3 -0.3
C 4.37138 0.17376 3.62434 1.9 1.3 -2.9
O 5.31358 -0.60059 3.38960 -0.9 -0.4 1.2
N 4.64216 1.45666 3.92126 0.2 1.6 1.5
N 3.10405 0.05924 3.18407 -0.8 -1.4 0.8
H 3.90052 2.12582 4.03324 0.0 -0.1 0.0
H 5.55195 1.81648 4.15216 0.1 -0.6 0.0
H 2.90440 -0.74814 2.60651 0.0 0.1 -0.1
H 2.57899 0.90840 3.09568 -0.1 -0.2 -0.3
C -3.76182 2.07051 2.36812 1.0 0.9 -0.3
O -3.32777 3.10446 2.88034 -0.5 -0.4 0.0
N -2.92466 1.16890 1.81329 2.3 -0.5 -0.3
N -5.03215 1.68746 2.19047 -1.1 -0.3 0.2
H -1.96428 1.45014 1.69782 -0.1 0.0 0.2
H -3.09617 0.26283 1.40405 -0.8 0.0 0.2
H -5.81311 2.27472 2.42725 0.2 0.1 -0.1
H -5.10628 1.01859 1.44093 -0.7 0.1 0.1
C 1.16920 0.89776 -4.01323 0.3 0.2 -1.9
O 1.31610 1.24370 -5.18143 0.2 0.3 0.1
N 0.91775 -0.38129 -3.71201 -0.8 -1.7 0.0
N 1.23602 1.70626 -2.96500 -0.1 1.1 0.9
H 0.62147 -0.65693 -2.78895 0.6 -0.2 -0.1
H 1.06175 -1.02178 -4.47382 -0.3 -0.2 0.2
H 1.08043 1.31154 -2.05057 0.5 0.4 0.3
H 1.58199 2.63397 -3.13555 -0.1 0.0 0.2
C -3.67828 -2.74353 1.53913 0.7 -0.9 0.8
O -3.18107 -1.66041 1.22606 -0.1 0.2 -0.3
N -4.25945 -2.96120 2.73218 -0.5 0.3 0.3
N -3.53025 -3.84665 0.77076 0.7 1.0 -1.0
H -4.45432 -2.16750 3.31706 0.0 -0.2 0.1
H -4.52395 -3.89302 2.99696 -0.2 0.2 0.2
H -2.87203 -3.62570 0.03610 -0.2 -0.8 -0.4
H -3.83757 -4.78452 0.94862 0.0 0.1 0.1
C -3.14447 -2.85115 -3.09298 2.0 -2.0 -0.7
O -2.52739 -3.85939 -2.74707 -0.7 0.2 0.5
N -4.43398 -2.83171 -3.50916 0.5 0.6 0.5
N -2.49850 -1.68441 -3.30442 -0.8 1.3 0.0
H -4.94668 -3.69350 -3.54444 -0.3 0.3 0.1
H -4.75836 -1.88805 -3.62565 -1.2 -0.6 -0.3
H -3.07773 -0.96450 -3.70187 0.7 0.4 -0.1
H -1.52027 -1.52059 -3.14904 -0.1 -0.3 0.1
C 5.19247 -1.91891 -1.94126 1.3 -0.2 0.0
O 5.34620 -1.88357 -3.15118 -0.2 0.0 0.1
N 6.22567 -1.96230 -1.06678 1.9 -0.1 -0.3
N 4.03733 -1.93038 -1.29371 -2.2 0.3 -0.6
H 6.14566 -1.78722 -0.08033 0.0 0.0 0.0
H 7.11604 -1.87311 -1.53180 0.1 0.0 0.5
H 3.95062 -2.12264 -0.30658 -0.3 0.1 -0.3
H 3.26824 -1.86736 -1.94637 -0.5 0.0 0.8
C 4.01127 -3.29383 1.87706 0.6 0.7 -1.3
O 3.13496 -2.42990 1.72467 0.0 -0.1 0.3
N 5.27765 -3.02807 2.20871 0.9 0.7 1.1
N 3.89698 -4.54457 1.42076 -1.3 -2.1 -0.4
H 5.89748 -3.80806 2.34642 0.1 0.1 -0.1
H 5.47852 -2.15955 2.71576 -0.3 0.0 0.0
H 4.46166 -5.28616 1.79884 0.1 0.2 -0.1
H 3.04735 -4.87119 0.98920 -0.1 0.3 0.2
C -0.43653 -1.71173 4.94230 0.5 -2.3 -0.9
O -0.09974 -2.76199 5.48453 0.0 1.1 0.1
N 0.32196 -1.10475 3.96372 0.8 0.4 0.0
N -1.67175 -1.20390 5.00625 -1.3 1.1 0.3
H 0.11493 -0.15286 3.70255 -0.1 0.0 0.1
H 1.31750 -1.26485 4.00454 -0.1 -0.2 0.2
H -2.41084 -1.69183 5.47976 0.2 0.0 0.1
H -1.90993 -0.44805 4.38481 -0.3 -0.1 0.1
C -4.86620 1.51753 -1.37284 -2.0 1.1 -0.9
O -6.01780 1.19571 -1.67556 0.5 -0.5 0.4
N -4.52165 2.80700 -1.18528 1.5 -0.5 0.5
N -3.85473 0.61897 -1.25313 -0.5 -0.4 0.2
H -5.15667 3.58224 -1.17930 0.0 -0.2 -0.1
H -3.53053 2.89191 -1.01838 -0.2 1.2 0.0
H -4.16057 -0.26604 -1.62329 0.7 -0.2 0.2
H -2.89857 0.93209 -1.26061 0.0 -0.3 -0.2
C -0.37965 3.53883 -0.10573 -1.9 0.7 -2.7
O -0.56626 2.40830 -0.59540 0.9 -0.1 1.0
N 0.09028 4.59277 -0.81765 0.5 0.4 0.9
N -0.96981 3.97310 1.02037 -0.1 -1.1 1.5
H 0.57108 4.64910 -1.69598 -0.2 -0.5 0.0
H -0.13695 5.43787 -0.32691 0.6 0.5 -0.7
H -1.07906 4.93706 1.27621 0.2 -0.1 0.0
H -1.46851 3.30633 1.58806 -0.2 0.4 0.1
C 4.10290 2.12582 0.08807 0.2 0.8 -1.3
O 4.29284 3.32128 0.31935 -0.4 -0.7 0.3
N 4.97238 1.35884 -0.59867 1.7 -0.4 -0.3
N 2.95967 1.43627 0.27326 -1.4 0.5 1.5
H 4.84795 0.36309 -0.65715 0.0 0.1 -0.2
H 5.83993 1.75155 -0.92247 -0.1 0.0 0.3
H 2.81573 0.47230 0.00691 0.0 0.3 -0.3
H 2.13161 1.98433 0.44419 0.0 -0.1 0.1
```
Positions in Å, forces in eV/Å.

Mulliken population analysis, charges in e, atoms 1 to 2: atom 1 (C): 0.787, atom 2 (O): -0.785

Entry 2:
Density functional theory data (the ωB97M-V functional and the def2-TZVPD basis) for a molecular structure, C31H37BrN7O2P2V.

Summary:
Gap between HOMO and LUMO (alpha / beta)   6.62 / 7.05 eV
Multiplicity   3
Strongest force on any atom   1.2 eV Å⁻¹
Net charge   +2

Geometry as XYZ:
```
81
Properties=species:S:1:pos:R:3:forces:R:3
V -0.14320 0.14158 0.40645 1.1 -0.2 -0.3
N 3.72558 -1.33531 -0.87685 -0.1 -0.1 0.0
C 3.05495 -0.26944 -0.46355 -0.1 0.2 0.1
N 1.77680 -0.59532 -0.31794 -0.1 0.1 -0.1
C 1.75300 -1.92094 -0.66616 0.0 -0.1 0.0
N 2.91236 -2.40249 -1.01580 0.0 0.1 0.1
C 0.49666 -2.65668 -0.57098 0.0 -0.1 0.0
C 0.33422 -3.98764 -0.92804 0.0 0.0 0.0
N -0.83786 -4.59516 -0.79574 0.0 0.0 0.0
C -1.84169 -3.88361 -0.30041 -0.1 0.0 0.0
C -1.69521 -2.55036 0.06525 0.1 0.0 0.0
N -0.51971 -1.93549 -0.07810 -0.3 -0.2 0.0
H 4.71238 -1.42246 -1.07570 0.0 0.0 0.0
H 3.50042 0.69269 -0.27703 0.0 0.0 0.0
H 1.16501 -4.56024 -1.32072 0.0 0.0 0.0
H -2.79537 -4.38340 -0.18706 0.0 0.0 0.0
H -2.50504 -1.97163 0.48754 0.0 0.0 0.0
C 2.04218 3.04360 -0.71911 -0.1 0.0 0.0
P 0.77712 2.55569 0.51075 -0.2 0.1 -0.1
C -0.63409 3.63626 0.02864 0.0 -0.1 0.0
N -0.50083 4.93349 0.14813 -0.1 0.1 0.0
C -1.56902 5.71184 -0.14664 0.2 0.0 0.1
C -1.46754 7.11819 -0.02163 -0.1 0.0 0.0
C -2.55706 7.89103 -0.29095 0.0 0.0 0.0
C -3.78739 7.30629 -0.69345 0.0 0.0 0.0
C -3.91149 5.95696 -0.82924 0.0 0.0 0.0
C -2.79353 5.12935 -0.56163 -0.2 0.0 -0.1
N -2.89322 3.79172 -0.73008 0.0 0.1 0.0
C -1.83980 3.06427 -0.45418 0.0 -0.1 0.0
P -1.95656 1.27793 -0.83146 -0.2 0.3 -0.2
C -3.65271 0.86068 -0.36399 0.0 0.0 0.1
C -1.82899 1.13597 -2.67767 0.0 0.0 0.0
C -2.91511 1.93718 -3.39350 0.0 0.0 0.0
C -0.44422 1.64424 -3.08237 0.0 0.0 0.0
C -1.95446 -0.34925 -3.03361 0.0 0.0 0.0
C 1.44098 3.18856 2.13070 -0.1 0.0 0.0
C 0.29578 3.18353 3.14626 0.0 0.0 0.0
C 2.02509 4.59962 2.01679 0.0 0.0 0.0
C 2.56247 2.23570 2.56332 0.0 0.0 0.0
H 1.95218 4.11667 -0.88962 0.0 0.0 0.0
H 1.90116 2.51851 -1.66198 0.0 0.0 0.0
H 3.04343 2.84320 -0.33909 0.0 0.0 0.0
H -0.52544 7.54689 0.29014 0.0 0.0 0.0
H -2.49132 8.96623 -0.19671 0.0 0.0 0.0
H -4.63374 7.94804 -0.89677 0.0 0.0 0.0
H -4.83801 5.49515 -1.14059 0.0 0.0 0.0
H -4.32746 1.58265 -0.82096 0.0 0.0 0.0
H -3.73634 0.92389 0.71999 0.0 0.0 0.0
H -3.91184 -0.14787 -0.68344 0.0 0.0 0.0
H -2.85917 3.00186 -3.17398 0.0 0.0 0.0
H -3.91632 1.58748 -3.14277 0.0 0.0 0.0
H -2.78465 1.80772 -4.46980 0.0 0.0 0.0
H -0.31154 2.70110 -2.84185 0.0 0.0 0.0
H -0.31663 1.53298 -4.16078 0.0 0.0 0.0
H 0.35726 1.07036 -2.60170 0.0 0.0 0.0
H -2.92014 -0.76338 -2.73930 0.0 0.0 0.0
H -1.16192 -0.95141 -2.57862 0.0 0.0 0.0
H -1.87017 -0.46182 -4.11584 0.0 0.0 0.0
H -0.48436 3.89496 2.87250 0.0 0.0 0.0
H 0.68687 3.48344 4.12006 0.0 0.0 0.0
H -0.15651 2.19831 3.26639 0.0 0.0 0.0
H 1.28612 5.33260 1.70861 0.0 0.0 0.0
H 2.86884 4.64180 1.32774 0.0 0.0 0.0
H 2.40210 4.88346 3.00140 0.0 0.0 0.0
H 2.22461 1.20993 2.69204 0.0 0.0 0.0
H 2.95572 2.58320 3.52070 0.0 0.0 0.0
H 3.40019 2.25811 1.86113 0.0 0.0 0.0
Br -4.51556 -1.19332 6.23958 0.0 0.0 0.0
C -2.71505 -1.03874 5.71842 0.0 0.0 0.0
C -1.70443 -1.24777 6.65010 0.0 0.0 0.0
C -0.37256 -1.13577 6.27164 0.0 0.0 0.0
C -0.04543 -0.81669 4.96582 0.0 0.0 0.0
C -1.06902 -0.60931 4.04054 0.1 0.0 0.0
C -2.40948 -0.71691 4.40960 0.0 0.0 0.0
C -0.73689 -0.27123 2.66522 0.2 0.0 0.0
O -1.61344 -0.07836 1.75473 -0.2 0.1 0.3
O 0.47510 -0.13281 2.25236 -0.3 -0.2 0.4
H -1.96188 -1.49822 7.66999 0.0 0.0 0.0
H 0.40610 -1.30079 7.00304 0.0 0.0 0.0
H 0.98702 -0.72876 4.65810 0.0 0.0 0.0
H -3.19478 -0.54833 3.68662 0.0 0.0 0.0
```
Positions in Å, forces in eV/Å.

Mulliken population analysis, charges in e, atoms 1 to 2: atom 1 (V): 0.372, atom 2 (N): 0.162